{
  "formula": "C22H66O11",
  "method": "the ωB97M-V functional and the def2-TZVPD basis",
  "smiles": "CCO.CCO.CCO.CCO.CCO.CCO.CCO.CCO.CCO.CCO.CCO",
  "total_charge": 0,
  "multiplicity": 1,
  "e_above_lowest_ev": 4.090,
  "symbols": ["C", "C", "O", "H", "H", "H", "H", "H", "H", "C", "C", "O", "H", "H", "H", "H", "H", "H", "C", "C", "O", "H", "H", "H", "H", "H", "H", "C", "C", "O", "H", "H", "H", "H", "H", "H", "C", "C", "O", "H", "H", "H", "H", "H", "H", "C", "C", "O", "H", "H", "H", "H", "H", "H", "C", "C", "O", "H", "H", "H", "H", "H", "H", "C", "C", "O", "H", "H", "H", "H", "H", "H", "C", "C", "O", "H", "H", "H", "H", "H", "H", "C", "C", "O", "H", "H", "H", "H", "H", "H", "C", "C", "O", "H", "H", "H", "H", "H", "H"],
  "xyz": [[3.742, -0.733, -4.653], [2.633, -1.681, -5.077], [3.001, -3.016, -4.934], [4.027, -0.942, -3.641], [3.359, 0.286, -4.583], [4.555, -0.734, -5.417], [2.384, -1.467, -6.156], [1.705, -1.453, -4.548], [2.412, -3.562, -5.474], [-1.925, 0.232, -6.329], [-2.613, -1.012, -5.860], [-3.169, -0.916, -4.565], [-2.597, 1.067, -6.594], [-1.337, -0.022, -7.271], [-1.186, 0.668, -5.587], [-2.006, -1.957, -5.847], [-3.462, -1.137, -6.586], [-2.524, -0.939, -3.833], [-1.032, -2.179, 4.189], [-1.508, -1.257, 3.101], [-2.511, -1.854, 2.342], [-0.704, -3.071, 3.715], [-1.815, -2.524, 4.945], [-0.100, -1.799, 4.679], [-0.617, -1.062, 2.483], [-1.928, -0.347, 3.527], [-2.396, -2.815, 2.280], [4.162, 4.481, 2.444], [3.854, 4.350, 0.923], [3.773, 2.970, 0.377], [4.329, 5.502, 2.758], [4.921, 3.795, 2.703], [3.273, 4.114, 2.941], [4.668, 4.844, 0.345], [2.918, 4.837, 0.757], [3.049, 2.395, 0.699], [2.504, -3.021, -1.113], [1.366, -2.132, -1.698], [0.153, -2.462, -0.988], [2.191, -4.033, -1.123], [2.857, -2.563, -0.198], [3.317, -2.916, -1.813], [1.196, -2.425, -2.756], [1.608, -1.074, -1.588], [-0.532, -1.947, -1.353], [-5.236, -0.107, 0.025], [-3.947, -0.299, -0.676], [-2.710, -0.398, 0.091], [-5.495, -0.875, 0.721], [-6.060, -0.178, -0.686], [-5.291, 0.815, 0.518], [-3.707, 0.447, -1.407], [-4.050, -1.269, -1.169], [-2.672, -1.014, 0.839], [-2.249, 5.919, 3.743], [-1.690, 4.546, 4.181], [-0.297, 4.456, 4.241], [-3.087, 6.095, 4.503], [-2.581, 5.886, 2.680], [-1.491, 6.766, 4.017], [-2.042, 3.752, 3.493], [-2.071, 4.228, 5.165], [0.062, 5.286, 3.923], [0.514, 1.267, -3.016], [-0.929, 1.374, -2.421], [-1.393, 0.033, -2.236], [0.461, 0.725, -3.946], [1.263, 0.799, -2.410], [0.840, 2.257, -3.260], [-1.616, 1.871, -3.185], [-0.993, 1.929, -1.462], [-1.653, -0.004, -1.317], [3.438, -1.541, 4.894], [3.376, -0.283, 4.088], [2.015, 0.094, 4.028], [3.296, -2.413, 4.214], [2.925, -1.575, 5.846], [4.525, -1.658, 5.145], [3.923, -0.490, 3.171], [3.878, 0.592, 4.480], [1.977, 1.072, 3.810], [0.830, 1.175, 0.689], [0.307, 1.933, 1.909], [1.303, 2.546, 2.661], [1.799, 0.697, 0.948], [0.980, 1.879, -0.121], [0.117, 0.419, 0.393], [-0.298, 1.268, 2.527], [-0.465, 2.592, 1.542], [0.857, 3.117, 3.275], [-2.898, -4.444, -0.664], [-1.931, -5.320, 0.077], [-1.960, -4.889, 1.429], [-2.733, -4.392, -1.765], [-2.754, -3.427, -0.350], [-3.902, -4.788, -0.293], [-0.923, -5.268, -0.333], [-2.269, -6.342, -0.063], [-1.287, -5.351, 1.891]],
  "forces_ev_per_angstrom": [[-0.28, 0.14, -0.88], [-0.76, 1.44, -1.67], [0.26, -0.97, 0.12], [0.77, -0.44, 0.40], [-0.18, 0.05, -0.34], [-0.29, -0.16, 1.00], [0.27, -0.13, 0.74], [0.00, -0.03, 0.33], [0.21, 0.17, 0.24], [2.22, 0.91, -0.65], [-0.66, -0.99, 0.13], [-0.70, 0.27, 0.53], [-0.02, -0.57, 0.22], [-0.62, 0.40, 1.04], [-0.73, -0.70, -0.70], [-0.07, 0.97, -0.63], [0.55, -0.38, 0.87], [0.06, 0.23, -0.68], [0.04, -0.15, 1.77], [0.95, -0.09, 0.77], [-1.19, -0.53, -0.72], [0.34, -1.07, -0.55], [0.92, 0.88, -0.89], [-0.99, -0.01, -0.13], [-0.30, 0.40, 0.01], [0.13, 0.21, -0.22], [0.22, 0.10, -0.09], [-1.63, -0.74, -1.40], [0.82, -1.12, 0.20], [0.43, 0.94, 0.55], [0.33, 0.18, -0.11], [1.29, -0.40, 0.40], [-0.24, 0.03, 0.37], [-0.72, -0.52, 0.17], [-0.62, 0.48, -0.45], [0.38, 1.20, 0.31], [-0.58, 2.43, -1.26], [-0.23, -1.69, 0.27], [1.70, -0.71, 0.72], [-0.20, -0.93, 0.58], [-0.18, -0.58, 0.57], [0.51, -0.16, -0.33], [0.33, 0.49, 0.44], [-0.03, -0.04, -0.16], [-1.37, 1.12, -0.71], [-0.70, -0.24, -0.25], [1.32, -2.20, 0.23], [-0.32, 1.28, -0.55], [0.35, -0.68, 0.70], [0.14, 0.32, -0.33], [-0.20, 1.50, 0.81], [-0.31, 0.43, -0.39], [0.14, 0.11, -0.54], [-0.60, -0.37, 0.23], [0.16, 0.48, 2.00], [-1.26, -0.77, -0.19], [1.20, 0.09, -0.17], [0.67, 0.09, -1.64], [0.27, 0.52, 0.95], [-1.23, -1.45, -0.92], [0.00, 0.41, 0.09], [0.07, 0.43, -0.19], [0.22, 0.14, -0.02], [-1.60, 0.84, 0.12], [0.49, -0.33, -1.28], [0.27, 0.37, -0.39], [-0.11, -0.34, -0.36], [0.07, -0.23, 0.68], [0.43, 0.72, -0.17], [0.90, -0.39, 0.93], [0.19, -0.21, -0.58], [-0.53, -0.63, 0.88], [2.77, -1.03, -0.32], [-0.52, 0.51, 0.77], [-0.48, 1.52, -1.15], [-0.64, 0.48, 0.77], [-0.54, 0.07, -0.18], [-0.63, -0.02, 0.05], [-0.55, 0.05, -0.85], [0.66, -0.09, 0.76], [-0.16, -1.55, 0.01], [0.96, 0.38, 1.01], [-1.50, -1.50, -0.70], [1.05, -0.02, -0.43], [-0.57, 0.02, -0.22], [0.18, -0.01, -0.29], [-0.13, -0.26, -0.14], [0.34, -0.43, 0.27], [-0.04, 1.04, -0.14], [-0.40, 0.79, 0.78], [-0.67, -0.10, -0.15], [0.30, 0.17, -0.78], [-0.80, 0.38, -0.28], [-0.51, -0.66, 0.74], [0.03, 0.63, 0.36], [0.57, 0.62, -1.04], [0.18, 0.26, 0.04], [0.02, -0.44, 0.44], [0.90, -0.62, 0.77]],
  "mulliken_charge": [-1.12, 0.31, -0.54, 0.27, 0.31, 0.32, 0.36, -0.17, 0.31, -0.68, -0.22, -0.50, 0.28, 0.30, 0.05, 0.27, 0.22, 0.18, -1.41, 0.53, -0.54, 0.37, 0.28, 0.29, -0.15, 0.28, 0.12, -0.71, -0.21, -0.59, 0.36, 0.27, 0.00, 0.31, 0.22, 0.26, -1.62, 0.68, -0.29, 0.41, 0.35, 0.38, 0.12, -0.23, 0.11, -1.58, 0.07, -0.55, 0.35, 0.39, 0.40, 0.36, 0.18, 0.31, -0.94, -0.04, -0.51, 0.28, 0.28, 0.30, 0.07, 0.27, 0.26, -1.19, -0.04, 0.40, 0.13, 0.16, 0.52, 0.28, 0.30, -0.18, -1.30, -0.08, -0.35, 0.26, 0.33, 0.38, 0.25, 0.34, 0.20, -0.99, -0.25, -0.29, 0.45, 0.48, 0.03, 0.01, 0.40, 0.28, -0.47, -0.18, -0.48, 0.34, -0.31, 0.34, 0.20, 0.30, 0.25]
}



{
  "formula": "C22H67N11O13",
  "method": "the ωB97M-V functional and the def2-TZVPD basis",
  "smiles": "COCCNCCOC.COCCNCCOC.COCCNCCOC.NC(N)=O.NC(N)=O.NC(N)=O.NC(N)=O.O.O.O",
  "total_charge": 0,
  "multiplicity": 1,
  "e_above_lowest_ev": 9.150,
  "symbols": ["C", "O", "C", "C", "N", "C", "C", "O", "C", "H", "H", "H", "H", "H", "H", "H", "H", "H", "H", "H", "H", "H", "H", "H", "C", "O", "C", "C", "N", "C", "C", "O", "C", "H", "H", "H", "H", "H", "H", "H", "H", "H", "H", "H", "H", "H", "H", "H", "C", "O", "C", "C", "N", "C", "C", "O", "C", "H", "H", "H", "H", "H", "H", "H", "H", "H", "H", "H", "H", "H", "H", "H", "N", "C", "N", "O", "H", "H", "H", "H", "N", "C", "N", "O", "H", "H", "H", "H", "N", "C", "N", "O", "H", "H", "H", "H", "N", "C", "N", "O", "H", "H", "H", "H", "O", "H", "H", "O", "H", "H", "O", "H", "H"],
  "xyz": [[-5.458, 11.785, 10.654], [-5.745, 10.414, 10.256], [-5.595, 10.091, 8.854], [-5.101, 8.628, 8.660], [-5.058, 8.085, 7.303], [-5.216, 6.671, 7.318], [-5.333, 6.089, 5.943], [-6.249, 6.668, 5.068], [-6.984, 5.771, 4.220], [-4.440, 11.992, 10.323], [-5.600, 11.961, 11.720], [-6.179, 12.361, 10.075], [-5.106, 10.849, 8.242], [-6.649, 10.164, 8.588], [-5.675, 7.966, 9.309], [-4.096, 8.543, 9.075], [-5.650, 8.616, 6.680], [-6.091, 6.353, 7.886], [-4.402, 6.146, 7.819], [-5.509, 5.043, 6.194], [-4.372, 6.007, 5.436], [-7.845, 6.289, 3.798], [-7.511, 5.086, 4.885], [-6.473, 5.242, 3.415], [7.599, -10.256, -14.746], [6.318, -10.124, -14.228], [5.893, -11.193, -13.377], [4.908, -10.833, -12.296], [4.660, -9.398, -12.053], [3.571, -9.402, -11.089], [3.129, -7.871, -10.837], [2.091, -7.673, -9.865], [1.614, -6.350, -9.557], [7.594, -11.294, -15.079], [8.395, -10.064, -14.028], [7.718, -9.599, -15.608], [6.769, -11.726, -13.008], [5.396, -11.933, -14.005], [5.347, -11.152, -11.351], [3.946, -11.261, -12.578], [4.381, -9.138, -12.988], [3.819, -9.902, -10.152], [2.660, -9.910, -11.406], [2.784, -7.290, -11.693], [4.046, -7.387, -10.502], [1.168, -6.206, -8.573], [1.037, -5.924, -10.378], [2.475, -5.689, -9.464], [1.344, -0.027, 6.254], [1.312, -0.736, 7.500], [0.045, -0.729, 8.159], [-0.070, -1.588, 9.380], [-0.477, -2.898, 8.940], [-0.509, -3.815, 10.092], [-0.653, -5.258, 9.663], [0.044, -5.875, 8.479], [-0.874, -6.132, 7.419], [2.307, 0.450, 6.072], [0.653, 0.804, 6.110], [1.225, -0.848, 5.546], [-0.714, -0.975, 7.417], [-0.285, 0.290, 8.359], [-0.631, -1.016, 10.119], [0.902, -1.842, 9.803], [0.097, -3.428, 8.300], [-1.378, -3.450, 10.640], [0.290, -3.781, 10.832], [-1.733, -5.244, 9.518], [-0.530, -5.974, 10.475], [-1.473, -7.019, 7.626], [-0.255, -6.513, 6.607], [-1.545, -5.325, 7.125], [0.041, 2.321, -0.430], [-0.482, 1.298, -1.043], [0.428, 0.460, -1.448], [-1.651, 1.086, -1.341], [-0.612, 3.001, -0.067], [0.983, 2.455, -0.091], [1.238, 0.784, -1.956], [0.039, -0.426, -1.741], [2.905, 6.117, -4.512], [3.476, 7.043, -5.241], [3.007, 8.206, -4.843], [4.314, 6.961, -6.123], [2.188, 6.354, -3.841], [3.126, 5.145, -4.672], [3.737, 8.881, -5.021], [2.478, 8.255, -3.984], [-2.500, 8.720, 1.405], [-2.595, 8.300, 0.192], [-3.636, 7.525, -0.141], [-1.766, 8.653, -0.684], [-3.147, 8.418, 2.119], [-1.619, 9.141, 1.664], [-4.333, 7.344, 0.567], [-3.682, 7.349, -1.134], [6.386, -0.938, -6.520], [5.699, 0.186, -6.678], [6.248, 0.950, -7.471], [4.801, 0.664, -5.971], [6.861, -1.251, -7.355], [6.129, -1.580, -5.784], [5.823, 1.867, -7.457], [7.225, 0.749, -7.314], [-4.673, -1.987, 1.409], [-3.847, -2.402, 1.657], [-4.437, -1.382, 0.706], [-1.836, -6.545, -1.848], [-2.603, -6.690, -1.292], [-1.917, -7.198, -2.542], [-0.266, -3.826, 1.919], [0.643, -3.678, 2.178], [-0.245, -4.647, 1.427]],
  "forces_ev_per_angstrom": [[-0.36, -1.30, -1.88], [1.31, -0.14, 0.92], [-1.73, -0.33, 0.51], [0.71, 0.63, 0.61], [0.50, 1.57, 0.82], [-0.85, 0.29, -0.69], [1.22, -1.74, -0.25], [-0.82, 0.23, -0.72], [-1.05, 0.26, 1.34], [0.06, 0.45, 0.26], [0.02, -0.51, -0.14], [0.15, 0.72, 0.20], [0.68, -0.03, 0.30], [-0.15, -0.35, -1.02], [-0.57, 0.14, 0.13], [0.27, 0.24, 0.11], [-0.31, -0.60, -0.15], [-0.55, 0.08, 0.21], [0.44, 0.27, -0.07], [-0.78, -0.46, -0.49], [0.44, 0.52, 0.00], [0.43, 0.61, -0.25], [0.35, -0.70, -0.05], [0.58, 0.14, 0.25], [-0.19, -1.03, -0.45], [-1.53, 1.07, 1.20], [0.93, -0.20, -1.50], [0.62, 0.91, 0.77], [0.26, -1.27, -0.22], [-2.11, 2.90, -0.05], [0.32, 0.28, 0.89], [-0.70, -0.96, 1.09], [2.10, 0.15, -0.99], [1.08, -0.17, -0.42], [0.04, -0.04, 0.20], [-0.12, 0.04, 0.11], [0.17, 0.24, 0.44], [-0.04, -0.17, -0.32], [-0.60, -0.81, 0.04], [-0.01, -0.66, 0.54], [-0.50, 1.13, 0.12], [0.52, 0.37, 0.04], [-0.12, -0.34, -0.46], [0.29, -0.64, -0.84], [0.16, 0.26, 0.17], [-0.52, -1.04, -0.23], [-0.49, -0.21, 0.09], [0.42, 0.21, -0.18], [0.31, -1.03, 0.12], [0.15, 0.75, 0.84], [-0.26, 1.63, -1.46], [2.33, -0.58, -1.54], [-1.67, -2.21, 1.60], [0.45, 0.57, -0.24], [-1.70, -1.54, -0.75], [-1.30, 2.25, 1.52], [0.60, -1.23, -0.09], [0.34, -0.38, 0.44], [-0.65, -0.35, 0.36], [-0.30, 0.58, -0.77], [-0.24, -0.84, -0.03], [0.58, 0.55, 0.49], [-0.74, -0.94, 0.06], [0.59, 1.31, 0.41], [0.73, 1.21, -0.65], [-0.34, -0.83, 0.38], [0.87, 0.75, -0.25], [-0.18, -0.89, -0.85], [0.48, 0.28, 0.16], [-0.44, 0.03, 0.53], [0.05, 0.63, -0.35], [0.36, 0.28, 0.08], [-0.20, 4.27, 2.38], [-2.38, -0.66, -1.62], [3.31, -3.76, -1.37], [-0.78, 0.78, 1.22], [0.07, 0.00, -0.21], [-0.22, -0.75, -0.32], [-0.03, -0.13, 0.30], [0.21, 0.24, -0.39], [-0.75, -4.12, 1.05], [1.01, 0.00, -1.06], [-0.23, 4.01, 0.23], [0.14, -0.85, 0.00], [0.29, -0.36, -0.29], [-0.22, 0.19, 0.03], [-0.63, 0.72, 0.23], [0.38, 0.41, -0.19], [0.23, 0.99, 4.11], [1.81, 0.42, -5.01], [-0.43, -0.41, 0.23], [-0.79, -0.66, 1.03], [0.35, 0.15, 0.01], [-0.36, 0.00, 0.05], [-0.21, -0.29, -0.82], [-0.59, -0.22, 0.41], [0.40, -2.88, 0.69], [-4.99, -1.05, 6.67], [4.35, 4.69, -6.41], [-0.99, -1.93, 0.47], [-0.08, -0.51, 0.45], [-0.01, -0.01, -0.46], [0.74, 0.16, -0.18], [0.55, 1.56, -1.21], [-0.26, -0.06, 0.11], [0.24, -0.11, 0.08], [0.07, 0.19, -0.21], [0.19, 0.15, 0.07], [-0.21, 0.01, 0.16], [0.02, -0.15, -0.20], [-0.21, 0.14, 0.07], [0.21, 0.08, 0.09], [-0.04, -0.22, -0.18]],
  "mulliken_charge": [-0.65, -0.36, -0.60, -0.43, -0.32, -0.42, -0.66, -0.31, -0.82, 0.29, 0.23, 0.29, 0.42, 0.31, 0.26, 0.20, 0.25, 0.37, 0.29, 0.42, 0.32, 0.28, 0.35, 0.29, -0.71, -0.37, -0.44, -0.59, -0.34, -0.53, -0.56, -0.32, -0.76, 0.33, 0.28, 0.22, 0.39, 0.27, 0.32, 0.36, 0.22, 0.37, 0.34, 0.32, 0.33, 0.28, 0.30, 0.30, -0.72, -0.38, -0.72, -0.51, -0.32, -0.70, -0.64, -0.36, -0.72, 0.24, 0.33, 0.26, 0.41, 0.46, 0.38, 0.41, 0.25, 0.34, 0.40, 0.32, 0.40, 0.31, 0.26, 0.32, -0.38, 0.62, -0.46, -0.66, 0.23, 0.21, 0.21, 0.23, -0.36, 0.65, -0.43, -0.65, 0.15, 0.21, 0.23, 0.20, -0.35, 0.67, -0.40, -0.70, 0.16, 0.23, 0.17, 0.23, -0.46, 0.65, -0.47, -0.68, 0.24, 0.21, 0.27, 0.24, -0.65, 0.32, 0.33, -0.64, 0.32, 0.32, -0.63, 0.31, 0.32]
}